Record 1
The following is a DFT calculation (ωB97M-V with the def2-TZVPD basis set) of a molecular structure, C32H33GeInN3O5S in a non-equilibrium geometry.

Last column: Mulliken spin population.
Positions of all 76 atoms, in Å:
H1 2.41 -3.37 2.05  0.001
S1 0.85 2.43 0.05  0.212
C1 -3.23 0.24 2.93  0.004
O1 3.58 0.28 3.69  0.000
C2 -2.94 -4.06 -0.58  -0.009
N1 -0.75 4.12 -1.32  0.021
H2 -2.90 -5.90 0.53  0.001
C3 -2.62 -2.71 -0.58  0.075
C4 -2.05 0.54 -3.59  0.005
H3 1.31 -3.49 -2.10  0.000
C5 -1.55 4.46 -0.16  0.005
H4 -4.79 2.24 -2.57  0.001
O2 2.44 -1.97 -0.21  0.173
H5 -1.63 5.39 -2.82  0.001
H6 -1.94 3.55 0.30  0.001
C6 -2.67 -4.84 0.54  0.036
C7 0.00 4.02 -3.39  0.021
H7 3.61 -0.17 -4.08  0.000
H8 -1.91 -4.88 2.55  0.000
C8 -3.21 1.31 -3.67  0.006
H9 -3.07 2.27 5.63  0.000
C9 -3.88 1.67 -2.51  0.001
H10 -2.84 -2.10 -1.45  0.005
H11 6.19 0.05 -1.88  0.000
H12 -4.48 0.50 4.64  0.000
H13 0.72 -4.76 -1.01  0.000
H14 0.06 -3.10 -0.89  0.015
O3 2.23 0.33 -2.22  0.006
C10 2.04 -3.31 -0.08  -0.009
Ge1 -1.69 -0.22 0.57  0.057
C11 6.27 0.12 0.28  0.000
C12 1.62 -3.65 1.35  -0.017
C13 5.51 0.20 1.43  0.000
C14 5.64 0.14 -0.96  -0.003
C15 3.15 0.33 2.45  0.005
C16 -0.90 4.63 -2.59  0.010
C17 -1.57 0.13 -2.36  0.034
H15 -3.39 -4.51 -1.46  0.000
H16 -2.37 5.10 -0.47  0.001
C18 0.24 3.20 -1.33  -0.012
C19 -2.23 0.51 -1.19  -0.003
C20 -1.31 1.71 2.80  -0.009
H17 2.95 -3.89 -0.31  0.019
H18 -3.58 1.62 -4.63  0.000
H19 0.71 -3.10 1.60  0.016
H20 -0.94 4.97 0.59  -0.003
O4 1.95 0.35 2.24  -0.022
C21 -1.67 2.28 4.01  -0.004
C22 -1.80 -2.92 1.69  0.054
C23 -2.81 1.84 4.67  0.007
C24 3.44 0.19 -2.22  0.012
H21 7.35 0.02 0.34  0.000
H22 -1.07 3.07 4.43  0.000
C25 4.26 0.26 -0.97  -0.007
H23 -3.83 -0.57 2.53  -0.002
C26 -2.11 -4.27 1.67  -0.011
H24 4.54 0.27 3.79  0.000
H25 1.41 2.49 -2.89  -0.002
N2 3.54 0.38 0.13  -0.006
H26 -1.54 0.24 -4.50  0.001
O5 4.16 -0.07 -3.29  0.000
H27 -0.69 -0.50 -2.32  -0.025
H28 0.20 4.16 -4.44  0.001
H29 6.00 0.15 2.39  0.000
C27 4.13 0.33 1.31  -0.004
C28 -2.06 -2.14 0.56  0.032
H30 1.43 -4.72 1.44  0.001
In1 1.21 -0.29 -0.06  0.237
H31 -0.42 2.04 2.29  -0.005
H32 -1.38 -2.47 2.58  0.001
H33 -3.91 1.55 -0.36  0.002
C29 -3.38 1.28 -1.27  0.012
C30 -2.09 0.68 2.26  0.042
C31 0.96 -3.70 -1.09  -0.002
C32 -3.59 0.83 4.13  -0.001
N3 0.70 3.15 -2.60  0.021

Results
- frontier orbital gap (alpha / beta) (eV) = 6.894 / 5.655
- multiplicity = 2
- HOMO level (alpha / beta) (eV) = -13.0 / -13.7
- charge = +2
- E (eV) = -120940.04422

Record 2
The following is a DFT calculation (ωB97M-V with the def2-TZVPD basis set) of a single C17H20FN molecule.

Last column: natural (NBO) charge in e.
Positions of all 39 atoms, in Å:
H1 3.87 -3.43 0.94  0.218
C1 4.15 -0.11 0.51  0.453
C2 -1.89 1.44 0.73  -0.137
H2 4.95 -1.44 1.97  0.228
C3 3.37 0.09 -0.62  -0.111
H3 1.19 -0.01 0.69  0.179
C4 2.21 2.34 -0.34  -0.203
C5 3.74 -2.45 0.50  -0.202
H4 2.50 -3.15 -1.10  0.216
H5 -0.49 -1.61 0.52  0.210
H6 -2.85 -2.26 0.38  0.205
C6 -3.22 1.08 0.65  -0.235
C7 -0.89 0.48 0.69  -0.056
H7 2.18 -0.93 -2.08  0.213
C8 2.97 -2.30 -0.64  -0.226
H8 2.20 3.33 -0.79  0.194
H9 -4.88 -1.28 -1.66  0.204
C9 0.55 0.89 0.76  -0.230
C10 3.16 1.46 -1.19  -0.437
C11 -5.48 -0.59 -1.06  -0.592
C12 2.79 -1.04 -1.19  -0.192
C13 -3.59 -0.26 0.53  -0.018
H10 -5.65 0.04 0.99  0.206
H11 -6.52 -0.88 -1.16  0.206
H12 0.75 1.36 1.74  0.195
H13 -3.99 1.84 0.68  0.206
H14 0.51 1.56 -1.16  0.353
H15 -5.35 0.41 -1.46  0.205
N1 0.84 1.89 -0.26  -0.631
H16 2.60 2.43 0.68  0.197
H17 -1.61 2.48 0.82  0.212
C14 -2.59 -1.21 0.48  -0.208
F1 4.75 0.96 1.09  -0.341
H18 4.12 1.98 -1.24  0.226
H19 2.76 1.38 -2.20  0.206
C15 4.34 -1.35 1.08  -0.296
C16 -5.04 -0.64 0.40  -0.414
H20 -5.18 -1.65 0.79  0.206
C17 -1.25 -0.85 0.55  -0.210

Results
- structure (SMILES) = CCc1ccc(CNCCc2ccccc2F)cc1
- frontier orbital gap (eV) = 9.334
- HOMO level (eV) = -8.4
- charge = 0
- E (eV) = -22161.42853

Record 3
The following is a DFT calculation (ωB97M-V with the def2-TZVPD basis set) of a molecular structure, C16H26ClNO2 in a non-equilibrium geometry.

Last column: natural (NBO) charge in e.
Positions of all 46 atoms, in Å:
H1 -3.12 0.79 -1.32  0.214
C1 0.54 -2.90 1.63  -0.066
H2 1.02 3.70 2.77  0.180
C2 1.24 -1.77 2.19  -0.094
H3 2.17 -1.75 1.67  0.190
H4 1.12 -0.37 -0.31  0.162
C3 1.67 3.67 0.09  -0.207
H5 -0.57 -2.18 -5.04  0.200
C4 -0.87 -2.96 -4.50  -0.612
H6 1.17 -1.56 3.08  0.196
H7 -0.61 1.21 0.35  0.145
H8 3.31 2.76 1.23  0.205
H9 1.24 3.63 -0.91  0.236
C5 -2.27 -1.08 -1.31  0.036
H10 -1.10 1.27 2.77  0.241
H11 -1.58 -1.35 0.75  0.203
H12 -4.34 -0.51 -1.16  0.215
H13 -1.83 -3.27 -4.72  0.208
Cl1 -2.77 -1.03 -3.96  0.200
H14 0.47 -3.67 -2.25  0.187
C6 -1.34 -1.81 -0.43  -0.324
H15 0.48 1.66 -0.89  0.158
H16 1.39 2.03 2.68  0.188
C7 -2.13 -1.44 -2.74  -0.311
C8 -0.64 2.27 3.01  -0.636
C9 -0.11 -2.95 -2.09  -0.250
O1 0.51 -3.02 0.03  -0.467
H17 -0.59 -2.90 1.90  0.204
H18 1.69 4.53 0.82  0.214
C10 -1.11 -2.40 -2.92  0.063
C11 1.24 0.24 0.56  -0.120
H19 -3.28 -0.04 0.15  0.208
H20 -1.41 2.90 2.75  0.224
C12 0.15 1.63 0.32  -0.106
C13 0.49 2.61 2.51  -0.219
O2 0.53 -0.41 1.63  -0.609
N1 0.57 2.81 0.93  -0.493
H21 -0.72 2.46 4.31  0.210
C14 -3.17 -0.11 -1.03  -0.616
H22 2.19 0.30 0.88  0.153
H23 3.19 2.00 -0.36  0.191
H24 3.71 3.83 -0.14  0.205
H25 0.93 -3.72 2.00  0.188
C15 -0.39 -2.66 -0.64  0.314
H26 -0.09 -3.46 -4.63  0.193
C16 2.98 3.03 0.34  -0.601

Results
- frontier orbital gap (eV) = 7.943
- HOMO level (eV) = -7.2
- charge = 0
- E (eV) = -35102.86898

Record 4
The following is a DFT calculation (ωB97M-V with the def2-TZVPD basis set) of a molecular structure, C23H55N3OP4SSc in a non-equilibrium geometry.

Last column: Löwdin charge in e.
Positions of all 88 atoms, in Å:
C1 -4.47 -0.73 2.50  -0.061
H1 2.09 3.57 -3.80  0.117
H2 2.78 3.61 -0.11  0.052
H3 -4.72 2.84 2.63  0.091
C2 -4.59 2.64 1.55  -0.057
H4 1.10 3.94 0.35  0.038
H5 5.04 0.39 -1.12  0.062
H6 -0.44 0.11 -4.11  0.091
H7 -3.00 0.65 -4.33  0.051
H8 -4.41 1.66 -1.73  0.035
H9 -1.87 3.33 -0.12  0.067
H10 1.23 -3.89 1.89  0.081
H11 -4.84 -1.74 2.29  0.104
H12 4.83 -2.01 -0.78  0.076
H13 0.64 -2.47 2.80  0.043
C3 -3.80 1.67 -2.63  -0.061
H14 2.12 -1.05 -3.54  0.041
H15 -2.15 -2.05 1.33  0.002
H16 2.21 3.72 -6.30  0.132
H17 2.41 4.21 1.54  0.073
H18 2.22 -2.60 -2.66  0.032
C4 -1.25 -0.25 3.68  -0.081
C5 -3.54 0.58 -3.37  -0.069
H19 1.45 1.38 3.66  0.063
H20 -2.69 2.82 3.84  0.086
H21 -1.98 -1.04 3.91  0.092
H22 1.48 3.14 3.34  0.073
C6 2.06 3.56 0.72  -0.251
O1 -1.27 0.68 0.66  -0.417
S1 0.42 1.94 -2.06  0.882
H23 -5.34 -0.05 2.52  0.095
N1 -1.90 0.97 3.14  -0.306
H24 -2.05 -3.36 0.14  0.064
C7 -2.57 1.78 4.18  -0.065
C8 4.13 0.52 -1.73  -0.242
C9 0.73 1.89 -3.81  -0.554
N2 -3.53 -0.36 1.42  -0.310
C10 3.88 -1.86 -0.26  -0.245
H25 -4.63 -1.59 0.12  0.105
H26 -0.33 0.24 -6.60  0.130
H27 3.68 0.53 2.30  0.051
C11 1.54 2.86 -4.42  -0.083
H28 0.11 -3.36 -1.77  0.052
H29 -2.98 4.36 0.82  0.102
C12 -4.07 -0.64 0.07  -0.079
C13 0.19 0.98 -5.99  -0.036
H30 -4.76 0.15 -0.26  0.077
H31 4.26 1.49 0.91  0.037
H32 -0.50 -0.63 2.98  0.049
H33 -4.88 3.54 1.00  0.102
C14 0.12 0.91 -4.60  -0.129
H34 1.58 -3.81 -0.87  0.035
H35 -5.28 1.83 1.26  0.076
N3 -3.20 2.31 1.19  -0.282
H36 -3.27 -0.74 -0.67  0.067
C15 -1.53 -2.89 0.98  -0.239
C16 3.61 1.51 1.80  -0.236
C17 1.61 2.94 -5.82  -0.030
H37 -3.93 -0.42 -3.12  0.060
H38 -0.50 0.57 -1.89  0.035
P1 1.87 1.84 1.32  0.787
H39 3.76 1.55 -1.60  0.026
H40 -1.43 -3.62 1.80  0.078
H41 4.39 0.37 -2.79  0.065
H42 -1.94 1.78 5.07  0.102
H43 2.12 -2.33 1.82  0.023
H44 -3.98 -0.73 3.48  0.071
C18 0.92 2.01 -6.61  -0.021
Sc1 0.43 0.29 -0.35  0.298
C19 0.50 -3.64 -0.78  -0.255
H45 0.00 -4.57 -0.46  0.074
H46 3.72 -1.78 -3.22  0.074
H47 0.96 2.07 -7.70  0.133
P2 2.85 -0.70 -1.24  0.753
C20 1.12 -2.80 1.87  -0.237
H48 -0.73 0.04 4.61  0.102
H49 3.39 -2.84 -0.12  0.036
H50 3.96 2.29 2.49  0.080
P3 -2.47 0.90 1.59  0.584
H51 4.08 -1.43 0.73  0.041
P4 0.11 -2.30 0.41  0.787
H52 -3.56 1.37 4.45  0.094
H53 -3.34 2.64 -2.88  0.059
H54 -1.57 3.63 1.63  0.082
C21 1.14 2.16 2.96  -0.240
C22 -2.34 3.47 0.86  -0.064
H55 0.04 2.15 2.92  0.012
C23 2.70 -1.63 -2.82  -0.235

Results
- frontier orbital gap (eV) = 6.241
- HOMO level (eV) = -17.0
- charge = +3
- E (eV) = -99930.17318

Record 5
The following is a DFT calculation (ωB97M-V with the def2-TZVPD basis set) of a molecular structure, C15H18N4O4S in a non-equilibrium geometry.

Last column: natural (NBO) charge in e.
Positions of all 42 atoms, in Å:
H1 -0.01 -2.69 -2.35  0.241
C1 5.16 -1.47 0.10  -0.399
C2 -4.37 3.79 0.19  0.179
H2 2.52 -2.58 1.46  0.178
H3 0.89 -1.98 -3.50  0.260
H4 5.95 -1.06 0.46  0.203
H5 3.70 -4.44 0.67  0.224
C3 0.51 -1.90 -2.59  -0.670
H6 -3.00 0.15 2.89  0.194
C4 -1.06 -0.65 -0.78  0.287
O1 -5.56 1.62 0.32  -0.637
H7 6.16 -3.53 0.11  0.231
H8 3.35 -0.32 -0.13  0.225
O2 3.02 -1.72 -2.25  -0.638
C5 1.87 -1.85 -1.77  0.684
H9 0.84 -2.29 -0.16  0.388
C6 -3.38 5.78 0.22  0.092
H10 5.14 -1.63 -0.93  0.220
C7 -2.40 -0.19 0.76  0.341
H11 5.42 -3.15 1.49  0.164
C8 3.84 -0.98 0.45  -0.417
C9 -3.47 0.35 1.60  -0.147
C10 -4.49 2.43 0.71  0.620
H12 3.74 -0.85 1.69  0.196
H13 -2.71 6.44 0.25  0.188
H14 -4.32 0.16 1.53  0.189
C11 -4.57 5.98 -0.42  -0.228
H15 3.93 -3.53 -0.94  0.193
C12 2.96 -2.26 0.30  0.012
C13 4.06 -3.47 0.25  -0.414
N1 -3.33 1.85 1.41  -0.569
C14 5.24 -3.04 0.39  -0.414
S1 -0.13 -0.41 -2.18  0.415
N2 -0.85 -1.65 0.12  -0.325
C15 -5.32 4.61 -0.29  -0.234
H16 -5.03 6.79 -0.54  0.200
O3 -1.79 0.50 -0.43  -0.413
H17 -6.25 4.30 -0.67  0.241
H18 -2.59 2.28 1.56  0.375
N3 -1.88 -1.50 0.77  -0.225
O4 -3.42 4.36 0.73  -0.410
N4 1.64 -2.25 -0.48  -0.602

Results
- frontier orbital gap (eV) = 8.297
- HOMO level (eV) = -8.5
- charge = 0
- E (eV) = -40815.92824

Short version: energy above the lowest of the compared OMol25 structures with the same formula, charge and spin = 1.087, 0.000, 18.097, 0.000, 17.497 eV, in the order given.